1.
C56H52F2N9O21 | ωB97M-V/def2-TZVPD

Summary:
Charge: -1
HOMO energy (eV): -5.367
E (Ha): -4437.17711
Energy relative to the best compared isomer or geometry (same formula, charge and spin) (kcal per mole): 16.7
Spin multiplicity: 1

Positions of all 140 atoms, in Å:
C  -1.5248  -0.8323  1.7756
C  -2.2494  0.3303  1.0546
C  -1.2183  1.4719  0.8209
C  -2.8680  -0.1091  -0.3160
C  -4.3703  0.2104  -0.4328
C  -4.7922  1.6942  -0.3167
O  -3.9522  2.5297  0.0751
O  -5.9423  2.0140  -0.6749
C  -5.1840  -0.8929  0.2806
C  -5.3488  -0.9153  1.8062
C  -5.8495  0.3820  2.4316
O  -6.9295  0.9394  1.6961
C  -7.1851  2.2097  2.0193
O  -6.3314  3.0460  2.1619
C  -6.4345  -1.1581  -0.5653
O  -7.4766  -1.6481  -0.2244
N  -6.1086  -0.7044  -1.8564
C  -4.8037  -0.1077  -1.9379
N  -3.7904  -0.8310  -2.8076
C  -4.2550  -2.0956  -3.2579
O  -5.0647  -2.3355  -4.0950
F  -3.6448  -3.1262  -2.6500
C  -3.5734  -0.0643  -3.9970
O  -2.4927  0.2231  -4.4119
F  -4.6480  0.3330  -4.6976
H  -1.8536  -1.8301  1.4738
H  -1.7025  -0.7228  2.8541
H  -0.4435  -0.8002  1.6625
H  -3.0710  0.7219  1.6511
H  -1.2459  2.1310  1.6915
H  -1.4686  2.0439  -0.0729
H  -0.2338  1.0739  0.6985
H  -2.3106  0.4058  -1.1035
H  -2.6825  -1.1770  -0.4690
H  -4.5663  -1.7927  0.1071
H  -4.4063  -1.1842  2.2876
H  -6.0592  -1.7038  2.0799
H  -6.2202  0.1448  3.4395
H  -5.0027  1.0572  2.5691
H  -8.2342  2.5303  2.1207
H  -6.7525  -0.0573  -2.2921
H  -4.8238  0.8930  -2.3694
C  -5.3848  -5.3545  -6.7893
C  -5.2073  -5.9603  -8.0265
C  -3.9409  -6.0487  -8.5808
C  -2.8640  -5.5301  -7.8832
C  -3.0268  -4.9171  -6.6525
C  -4.2972  -4.8298  -6.1047
N  -1.5174  -5.6444  -8.4581
O  -1.4106  -6.1713  -9.5487
O  -0.5868  -5.2105  -7.8113
H  -6.3746  -5.2910  -6.3558
H  -6.0572  -6.3667  -8.5583
H  -3.8052  -6.5202  -9.5430
H  -2.1811  -4.5106  -6.1170
H  -4.4408  -4.3565  -5.1446
C  4.2799  -0.5118  -2.0251
C  4.5618  -0.6588  -0.6708
C  3.6152  -1.2090  0.1794
C  2.3966  -1.6120  -0.3357
C  2.0972  -1.4712  -1.6770
C  3.0457  -0.9185  -2.5221
N  1.4045  -2.2094  0.5630
O  1.6928  -2.2947  1.7433
O  0.3542  -2.5803  0.0880
H  5.0097  -0.0915  -2.6947
H  5.5135  -0.3506  -0.2755
H  3.8373  -1.3192  1.2318
H  1.1403  -1.7840  -2.0700
H  2.8232  -0.8041  -3.5746
C  6.8841  5.4944  -2.3149
C  7.0478  5.1481  -0.9803
C  7.0810  3.8143  -0.6088
C  6.9534  2.8416  -1.5845
C  6.7826  3.1711  -2.9175
C  6.7476  4.5071  -3.2814
N  7.0101  1.4290  -1.1966
O  7.1418  1.1732  -0.0173
O  6.9258  0.5946  -2.0799
H  6.8630  6.5375  -2.6028
H  7.1517  5.9190  -0.2291
H  7.2073  3.5469  0.4302
H  6.6784  2.4049  -3.6716
H  6.6166  4.7792  -4.3197
C  3.6892  3.6727  5.5532
C  2.6217  2.7900  5.4554
C  2.1213  2.4431  4.2095
C  2.7064  2.9791  3.0785
C  3.7669  3.8649  3.1580
C  4.2580  4.2137  4.4057
N  2.1975  2.5716  1.7645
O  1.2637  1.7975  1.7482
O  2.7526  3.0144  0.7752
H  4.0810  3.9399  6.5268
H  2.1783  2.3704  6.3489
H  1.2899  1.7578  4.1349
H  4.2138  4.2797  2.2660
H  5.0883  4.9030  4.4851
C  -6.6444  5.6889  0.9665
C  -5.5874  5.6555  0.0653
C  -5.3090  6.7684  -0.7137
C  -6.0932  7.9047  -0.5766
C  -7.1544  7.9481  0.3125
C  -7.4287  6.8315  1.0859
N  -5.7878  9.0921  -1.3810
O  -4.8644  9.0260  -2.1682
O  -6.4737  10.0852  -1.2159
H  -6.8416  4.8090  1.5707
H  -4.9825  4.7572  -0.0240
H  -4.4872  6.7409  -1.4141
H  -7.7630  8.8355  0.4095
H  -8.2534  6.8522  1.7870
C  3.9840  -3.8655  6.1057
C  3.5279  -3.2878  7.2878
C  2.7019  -2.1740  7.2453
C  2.3425  -1.6582  6.0126
C  2.7929  -2.2195  4.8322
C  3.6181  -3.3273  4.8788
N  1.4562  -0.4952  5.9268
O  1.0672  0.0232  6.9570
O  1.1724  -0.1265  4.8076
H  4.6252  -4.7370  6.1412
H  3.8152  -3.7080  8.2426
H  2.3494  -1.7258  8.1630
H  2.5077  -1.8048  3.8750
H  3.9670  -3.7603  3.9457
C  7.4776  -5.8110  -1.0704
C  7.7472  -6.4643  0.1255
C  7.2406  -5.9692  1.3159
C  6.4645  -4.8239  1.2903
C  6.1929  -4.1578  0.1076
C  6.7050  -4.6573  -1.0785
N  5.9043  -4.3067  2.5439
O  6.1694  -4.8958  3.5733
O  5.2014  -3.3177  2.4744
H  7.8704  -6.2034  -1.9997
H  8.3503  -7.3620  0.1290
H  7.4511  -6.4785  2.2449
H  5.5889  -3.2610  0.0980
H  6.4985  -4.1486  -2.0102

Here are the Mulliken charges for atoms 1 to 8, given in e: -1.372, 2.352, -2.124, -2.682, 3.548, -0.150, -0.812, -0.784



2.
C18H25N3O3S | ωB97M-V/def2-TZVPD

Summary:
Charge: 0
HOMO energy (eV): -8.138
E (Ha): -1489.12804
Energy relative to the best compared isomer or geometry (same formula, charge and spin) (kcal per mole): 35.6
SMILES: CCCCOC(=O)n1c(SCC(=O)N(CC)CC)nc2ccccc21
Spin multiplicity: 1

Positions of all 50 atoms, in Å:
C  0.4653  3.2493  -1.7069
C  1.1537  2.5579  -0.5356
C  0.9291  3.2602  0.8046
C  -0.5356  3.2997  1.2329
O  -1.0493  1.9719  1.3375
C  -2.0663  1.6316  0.5456
O  -2.6993  2.3758  -0.1526
N  -2.3129  0.2746  0.6458
C  -1.4855  -0.7176  1.1736
S  0.0886  -0.3563  1.7904
C  0.8184  -2.0316  1.6939
C  1.3061  -2.3000  0.2771
O  0.7087  -3.0766  -0.4410
N  2.3981  -1.6219  -0.1442
C  3.2054  -0.7382  0.6683
C  4.3399  -1.4825  1.3734
C  2.8373  -1.8362  -1.5136
C  2.2487  -0.7932  -2.4590
N  -1.9944  -1.9019  1.1201
C  -3.2258  -1.7604  0.5204
C  -4.1813  -2.7195  0.2206
C  -5.3426  -2.2884  -0.3920
C  -5.5540  -0.9462  -0.6989
C  -4.6109  0.0247  -0.4064
C  -3.4493  -0.4049  0.2025
H  0.7614  4.2950  -1.7608
H  0.7425  2.7659  -2.6411
H  -0.6166  3.2002  -1.6155
H  0.8039  1.5262  -0.4594
H  2.2302  2.5275  -0.7204
H  1.4964  2.7361  1.5757
H  1.2868  4.2897  0.7496
H  -1.1490  3.8592  0.5213
H  -0.6278  3.7533  2.2239
H  1.6092  -2.0754  2.4385
H  0.0213  -2.7363  1.9241
H  3.6271  0.0251  0.0092
H  2.5805  -0.2266  1.4017
H  3.9467  -2.2517  2.0332
H  4.9294  -0.7854  1.9628
H  4.9928  -1.9615  0.6479
H  2.4995  -2.8301  -1.8147
H  3.9289  -1.8061  -1.5404
H  1.1635  -0.8509  -2.4378
H  2.5864  -0.9808  -3.4745
H  2.5512  0.2114  -2.1706
H  -4.0092  -3.7560  0.4589
H  -6.1073  -3.0088  -0.6415
H  -6.4753  -0.6543  -1.1799
H  -4.7644  1.0640  -0.6467

Here are the Mulliken charges for atoms 1 to 8, given in e: -1.413, 0.427, -0.750, -0.795, -0.373, 0.599, -0.602, 0.406